Record 1
{
  "formula": "C5H11N2S",
  "method": "wB97M-V/def2-TZVPD",
  "elements": ["C", "C", "C", "C", "C", "N", "N", "S", "H", "H", "H", "H", "H", "H", "H", "H", "H", "H", "H"],
  "positions_angstrom": [[0.24137, -0.14431, -1.41112], [-1.88330, -0.10445, -0.32727], [-1.34579, 0.06869, 1.11588], [0.87430, -2.16429, -0.39408], [2.18395, 1.42572, -0.18061], [-0.95435, 0.14189, -1.43182], [1.07388, -0.86200, -0.43746], [2.53843, -0.17315, 0.32944], [0.72973, 0.28430, -2.24140], [-2.34702, -1.06373, -0.54331], [-2.76659, 0.63818, -0.56034], [-2.00761, 0.81427, 1.53594], [-0.42796, 0.52624, 1.06842], [-0.13819, -2.39076, -0.73415], [1.44119, -2.91060, 0.12414], [-1.24682, -0.77730, 1.76940], [1.09562, 1.68679, 0.01407], [2.38494, 1.55836, -1.19476], [2.81760, 2.23860, 0.37524]],
  "nbo_charge": [0.188, -0.291, -0.640, 0.099, -0.845, -0.283, -0.432, 0.578, 0.222, 0.232, 0.241, 0.249, 0.189, 0.223, 0.244, 0.229, 0.254, 0.238, 0.306],
  "max_force_ha_per_bohr": 0.0822,
  "charge": 1,
  "gap_ev": 8.67
}

***

Record 2
{
  "formula": "C19H42BrClO12S2Si2",
  "method": "wB97M-V/def2-TZVPD",
  "elements": ["C", "C", "C", "C", "O", "Si", "C", "C", "C", "Br", "O", "C", "C", "C", "O", "Si", "C", "C", "C", "Cl", "C", "O", "C", "H", "H", "H", "H", "H", "H", "H", "H", "H", "H", "H", "H", "H", "H", "H", "H", "H", "H", "H", "H", "H", "H", "H", "H", "H", "H", "H", "H", "H", "H", "H", "H", "H", "H", "C", "C", "O", "S", "O", "O", "O", "H", "H", "H", "H", "C", "C", "O", "S", "O", "O", "O", "H", "H", "H", "H"],
  "positions_angstrom": [[5.05513, 0.23131, 0.59866], [3.80474, 0.88817, 1.16941], [2.88524, 1.50322, 0.09267], [2.63347, 0.46640, -0.99472], [1.50071, 0.72896, -1.82593], [0.01896, 0.40032, -1.18884], [-0.02794, -1.01267, 0.03397], [0.57104, -2.38126, -0.39582], [0.31490, -2.82804, -1.82946], [1.84339, -2.47666, -2.99931], [-0.50559, 1.74387, -0.34241], [-0.66524, 2.94034, -1.10575], [0.54939, 3.84008, -1.09970], [0.83054, 4.44812, 0.28836], [-1.01783, 0.17153, -2.46711], [-2.64510, -0.03349, -2.11476], [-3.60970, 1.52777, -2.58025], [-4.18062, 2.18231, -1.30923], [-4.52183, 3.63759, -1.50858], [-5.25679, 4.28620, 0.00149], [-3.30687, -1.52963, -3.09226], [-3.55694, -2.65014, -2.24631], [-4.85652, -2.61934, -1.71246], [5.53763, 0.85921, -0.14781], [4.82188, -0.71258, 0.11756], [5.77601, 0.00143, 1.37656], [4.05671, 1.61024, 1.93949], [3.23090, 0.08263, 1.63279], [1.97657, 1.80527, 0.60368], [3.43208, 2.35639, -0.29981], [2.61317, -0.52147, -0.53471], [3.49538, 0.46551, -1.65312], [-1.02539, -1.20182, 0.41284], [0.55292, -0.67204, 0.89225], [0.09281, -3.13170, 0.23098], [1.62421, -2.45258, -0.15873], [-0.59839, -2.43726, -2.25643], [0.22322, -3.90457, -1.83789], [-1.47649, 3.50382, -0.64112], [-0.97537, 2.76101, -2.13689], [1.43323, 3.35748, -1.49822], [0.32020, 4.67351, -1.76195], [1.90620, 4.51469, 0.41918], [0.37083, 3.87362, 1.08427], [0.46578, 5.46900, 0.31890], [-2.89381, -0.31225, -0.68402], [-2.97484, 2.20146, -3.14997], [-4.42898, 1.20935, -3.22055], [-3.43753, 2.10388, -0.51767], [-5.05036, 1.63368, -0.96233], [-3.63345, 4.21978, -1.71312], [-5.26180, 3.76098, -2.28859], [-2.64329, -1.79995, -3.91121], [-4.24543, -1.20464, -3.55039], [-5.62447, -2.75670, -2.47748], [-5.07670, -1.68891, -1.17522], [-4.93864, -3.42270, -0.99389], [10.67607, 0.96209, 2.81220], [9.82085, 2.18240, 3.08241], [8.65776, 1.98599, 2.26862], [8.32863, 0.41962, 2.16737], [7.33630, 0.09143, 3.12604], [8.20679, 0.07630, 0.79992], [9.73936, -0.11733, 2.71263], [11.20775, 1.04802, 1.86262], [11.38569, 0.76418, 3.61068], [10.31388, 3.11050, 2.80837], [9.50789, 2.22841, 4.12760], [-6.59060, -5.30898, 3.02803], [-7.05164, -3.87991, 3.22454], [-7.24241, -3.38506, 1.89316], [-7.74376, -4.57564, 0.94197], [-9.15444, -4.51893, 0.82652], [-6.90202, -4.61346, -0.19813], [-7.36607, -5.78771, 1.92204], [-5.53430, -5.35483, 2.75593], [-6.76916, -5.92978, 3.90147], [-6.32013, -3.27024, 3.74679], [-8.00772, -3.83585, 3.75012]],
  "lowdin_charge": [-0.108, -0.238, -0.187, -0.266, -0.152, 0.233, -0.178, -0.309, -0.577, 0.668, -0.159, -0.264, -0.222, -0.094, -0.230, 0.609, -0.243, -0.369, -0.590, 0.528, -0.271, -0.250, -0.134, 0.083, 0.077, 0.028, 0.106, 0.104, 0.098, 0.114, 0.082, 0.122, 0.069, 0.083, 0.104, 0.082, 0.038, 0.050, 0.115, 0.105, 0.092, 0.109, 0.062, 0.072, 0.065, 0.046, 0.075, 0.072, 0.075, 0.102, 0.063, 0.073, 0.091, 0.075, 0.095, 0.082, 0.066, -0.163, -0.163, -0.185, 0.598, -0.218, -0.210, -0.186, 0.134, 0.135, 0.135, 0.134, -0.163, -0.164, -0.188, 0.606, -0.210, -0.220, -0.186, 0.134, 0.135, 0.136, 0.134],
  "max_force_ha_per_bohr": 0.0235,
  "gap_ev": 9.53
}

***

Record 3
{
  "formula": "C18H50N2O8",
  "method": "wB97M-V/def2-TZVPD",
  "elements": ["C", "O", "H", "H", "H", "H", "C", "O", "H", "H", "H", "H", "C", "O", "H", "H", "H", "H", "C", "O", "C", "C", "N", "C", "C", "O", "C", "H", "H", "H", "H", "H", "H", "H", "H", "H", "H", "H", "H", "H", "H", "H", "C", "O", "C", "C", "N", "C", "C", "O", "C", "H", "H", "H", "H", "H", "H", "H", "H", "H", "H", "H", "H", "H", "H", "H", "C", "C", "C", "O", "H", "H", "H", "H", "H", "H", "H", "H"],
  "positions_angstrom": [[-27.05987, 35.33449, 2.90339], [-27.44924, 34.04132, 3.37905], [-26.26665, 35.71232, 3.54060], [-26.81363, 35.28053, 1.83820], [-27.91889, 36.01465, 2.88714], [-28.28119, 33.83206, 2.91786], [-24.62213, 37.99220, 5.75856], [-24.71718, 39.04003, 6.70161], [-25.41397, 37.24236, 5.84564], [-24.73965, 38.44024, 4.76647], [-23.68027, 37.43717, 5.68211], [-25.02955, 38.59482, 7.49630], [-27.90997, 33.69725, 6.94857], [-26.90042, 34.29764, 6.13555], [-27.53123, 32.86167, 7.53675], [-28.14776, 34.47239, 7.68226], [-28.77547, 33.44638, 6.33891], [-27.15268, 34.31211, 5.19743], [-29.23848, 32.65682, 0.23303], [-29.35920, 33.05839, 1.56233], [-30.45309, 33.94634, 1.78720], [-30.71842, 34.10819, 3.29430], [-31.00617, 35.47640, 3.68639], [-31.33551, 35.55795, 5.09977], [-31.11951, 36.90769, 5.70264], [-31.80689, 37.96609, 4.98658], [-33.18198, 38.05656, 5.15520], [-29.95746, 31.91260, -0.13332], [-28.24463, 32.21457, 0.15564], [-29.35046, 33.48686, -0.47570], [-31.38547, 33.48951, 1.43378], [-30.40089, 34.89190, 1.24168], [-29.84432, 33.73510, 3.84634], [-31.46979, 33.42482, 3.69533], [-30.25994, 36.14953, 3.48571], [-30.77389, 34.83773, 5.71195], [-32.38273, 35.28046, 5.26865], [-30.09525, 37.28072, 5.73198], [-31.57406, 37.02309, 6.69126], [-33.68584, 37.19003, 4.71491], [-33.59325, 38.93888, 4.65760], [-33.57286, 38.23399, 6.16622], [-23.75167, 36.92284, 1.56487], [-23.63979, 35.62391, 2.11908], [-22.96588, 34.70481, 1.28678], [-21.46611, 34.96086, 1.11109], [-20.78050, 33.76608, 0.67941], [-19.32950, 33.96506, 0.61472], [-18.60435, 32.62084, 0.58253], [-18.96646, 31.91479, 1.75416], [-18.24345, 30.70189, 2.01850], [-24.26000, 37.59658, 2.25647], [-24.20421, 36.88994, 0.57380], [-22.75710, 37.38257, 1.62071], [-23.42177, 34.82241, 0.29165], [-23.28437, 33.69246, 1.53824], [-20.99036, 35.42884, 1.98472], [-21.39136, 35.75022, 0.35482], [-21.03392, 32.92047, 1.16802], [-18.85160, 34.61616, 1.35074], [-19.14310, 34.39356, -0.37530], [-17.53212, 32.85175, 0.61138], [-18.83211, 31.98242, -0.27564], [-18.70363, 30.32000, 2.92620], [-17.22168, 30.98531, 2.27556], [-18.33453, 30.00623, 1.18623], [-29.13306, 38.35207, 0.57730], [-30.11253, 38.60231, 1.72916], [-31.57093, 38.28795, 1.34260], [-29.74375, 37.88376, 2.87925], [-29.35431, 37.41225, 0.07416], [-28.17210, 38.32938, 1.09993], [-29.05315, 39.18572, -0.11650], [-30.12362, 39.66603, 2.00308], [-31.74560, 37.22946, 1.55935], [-31.70959, 38.35708, 0.26318], [-32.27498, 38.85870, 1.94487], [-30.46084, 37.89289, 3.52972]],
  "lowdin_charge": [-0.107, -0.145, 0.079, 0.084, 0.063, 0.031, -0.181, -0.110, 0.072, 0.067, 0.078, 0.074, -0.152, -0.146, 0.071, 0.070, 0.060, 0.019, -0.111, -0.206, -0.182, -0.193, -0.036, -0.217, -0.168, -0.227, -0.129, 0.090, 0.097, 0.090, 0.122, 0.119, 0.098, 0.125, 0.075, 0.113, 0.119, 0.134, 0.126, 0.090, 0.088, 0.090, -0.106, -0.206, -0.219, -0.228, -0.062, -0.208, -0.233, -0.223, -0.082, 0.075, 0.092, 0.085, 0.115, 0.125, 0.121, 0.114, 0.104, 0.117, 0.116, 0.119, 0.123, 0.085, 0.084, 0.085, -0.041, -0.481, -0.044, -0.086, 0.075, 0.076, 0.078, 0.133, 0.066, 0.076, 0.072, 0.046],
  "max_force_ha_per_bohr": 0.0434,
  "gap_ev": 9.36
}

***

Record 4
{
  "formula": "C10HF5IrN9O4S",
  "method": "wB97M-V/def2-TZVPD",
  "elements": ["Ir", "O", "C", "O", "C", "O", "O", "N", "C", "N", "N", "N", "N", "C", "N", "N", "N", "N", "H", "F", "C", "C", "F", "C", "F", "C", "S", "C", "F", "C", "F"],
  "positions_angstrom": [[0.17890, -0.65890, 0.56800], [3.63160, 1.37280, -1.22990], [2.58120, 0.92340, -0.86540], [2.06050, -0.16430, -0.70720], [1.39800, 2.21580, -0.41600], [1.68700, 3.26890, -0.91540], [0.53830, 1.74660, 0.30250], [-2.77430, 0.00700, 2.43270], [-2.92830, -0.19010, 1.09100], [-4.08260, -0.02670, 0.45420], [-3.80970, -0.32670, -0.81390], [-2.58130, -0.65410, -0.95480], [-1.96690, -0.58590, 0.22840], [-1.58890, 0.02320, 3.11130], [-1.49310, 0.42320, 4.37440], [-0.21060, 0.24050, 4.68600], [0.43930, -0.23820, 3.69380], [-0.38660, -0.39870, 2.65800], [-3.56120, 0.41160, 2.91570], [-1.84030, -5.69020, -4.04910], [-1.22430, -4.99810, -3.06120], [0.13180, -4.70050, -3.15670], [0.82590, -5.10710, -4.24580], [0.77070, -4.02530, -2.13450], [2.08420, -3.77330, -2.27450], [0.10010, -3.63020, -0.95900], [0.95680, -3.00600, 0.39850], [-1.27920, -3.93020, -0.90940], [-1.98360, -3.58900, 0.17620], [-1.92830, -4.60490, -1.92470], [-3.22940, -4.94120, -1.80840]],
  "nbo_charge": [1.271, -0.660, 0.671, -0.785, 0.675, -0.685, -0.770, -0.591, 0.444, -0.389, -0.107, -0.122, -0.381, 0.441, -0.392, -0.110, -0.114, -0.377, 0.420, -0.307, 0.252, 0.250, -0.307, 0.331, -0.293, -0.290, -0.106, 0.330, -0.290, 0.302, -0.309],
  "max_force_ha_per_bohr": 0.1513,
  "charge": -2,
  "gap_ev": [4.76, 5.04]
}

***

Number 1: molecular weight 131.22 g/mol. Number 2: molecular weight 698.20 g/mol. Number 3: molecular weight 422.60 g/mol. Number 4: molecular weight 630.45 g/mol.